No. 1
This record from the OMol25 dataset describes one molecule with the formula C6H3Br in a non-equilibrium geometry. The level of theory is ωB97M-V/def2-TZVPD.

The geometry in XYZ format:
```
10
Properties=species:S:1:pos:R:3:forces:R:3
Br 2.185636 2.928813 1.132596 -0.104 -0.321 -0.162
C 1.476087 1.447956 0.292896 -0.024 0.926 -0.182
C 1.564212 0.372336 -0.389462 3.683 -1.596 -1.847
C 0.212280 0.720192 -0.007976 -1.194 -1.427 2.160
C -0.223697 -0.240232 1.030813 -2.248 -0.490 -0.845
C -0.254788 -0.830131 2.299398 0.080 -0.413 0.088
C -1.119466 -1.232230 1.246879 -0.556 0.269 0.704
H 2.206760 -0.435789 -0.871767 -1.172 1.427 0.768
H -0.583334 0.910608 -0.698316 -0.113 0.756 -0.628
H -2.059651 -1.846699 1.078498 1.648 0.870 -0.056
```
Positions in Å, forces in eV/Å.

Computed properties:
Multiplicity: 1
HOMO energy in eV: -8.62
M in g/mol: 154.99
Energy relative to the best compared isomer or geometry (same formula, charge and spin) in kJ/mol: 0.00
Structure (SMILES): BrC1=C[C@H]1C1=C=C1
LUMO level in Eh: 0.02319
Calculated total energy in eV: -76305.9248
Total charge: 0



No. 2
This record from the OMol25 dataset describes one molecule with the formula C6H3ClN2O2 in a non-equilibrium geometry. The level of theory is ωB97M-V/def2-TZVPD.

The geometry in XYZ format:
```
14
Properties=species:S:1:pos:R:3:forces:R:3
H 0.587446 2.876403 -0.102130 0.249 -0.236 0.057
N -0.254001 2.412076 -0.432021 -0.422 0.151 -0.114
C -0.239867 1.148753 -0.304246 -0.136 0.600 -0.186
C -1.413687 0.390726 -0.734475 -0.245 -0.413 0.031
C -1.556405 -0.913960 -0.482496 -0.393 0.051 -0.108
C -0.554380 -1.689278 0.261066 0.290 -0.138 0.069
O -0.779709 -2.724143 0.832606 0.029 0.126 -0.166
C 0.872513 -1.086158 0.241567 -0.112 -1.428 0.034
O 1.842894 -1.808951 0.278130 -0.364 0.401 -0.011
C 0.862586 0.351944 0.199144 6.546 4.414 3.600
N 1.974064 1.175738 0.860453 -5.954 -3.201 -3.452
Cl 3.287397 0.361272 1.376100 0.659 -0.405 0.307
H -2.183041 0.965749 -1.227732 -0.058 0.033 -0.053
H -2.445809 -1.460172 -0.765967 -0.089 0.044 -0.007
```
Positions in Å, forces in eV/Å.

Computed properties:
Multiplicity: 1
HOMO energy (alpha / beta) in eV: -9.82 / -9.81
M in g/mol: 170.56
Energy relative to the best compared isomer or geometry (same formula, charge and spin) in kJ/mol: 0.00
Structure (SMILES): [H]/N=c1/ccc(=O)c(=O)/c1=N\Cl
LUMO level (alpha / beta) in Eh: -0.08906 / -0.08632
Calculated total energy in eV: -25863.8879
Total charge: 0



- Which formula does entry 1 have?
  C6H3Br



- Which of these has the lowest calculated total energy?
  C6H3Br